31
Properties=species:S:1:pos:R:3 method="wB97M-V/def2-TZVPD" orbital_gap_ev=8.18 lumo_ev=0.62 e_tot_ha=-2906.45943 charge=0
C 0.95969 1.17808 0.21695
C -1.75072 0.23724 -0.40270
C -1.32971 1.12879 0.77691
C 0.90993 0.77967 -1.24209
C -0.63282 -0.81580 -0.57021
C 0.05357 0.49225 1.24001
C -0.06211 -1.00720 0.81567
C 0.46036 0.83591 2.60326
C 1.43397 -1.62491 0.71851
C -1.05723 -1.84511 1.66156
C 0.66492 0.79294 -4.26545
O 1.68797 2.03454 0.54404
Se 0.17306 1.89999 -2.54749
H -2.77018 -0.18973 -0.16309
H -1.87034 0.82842 -1.26247
H -1.24575 2.27541 0.61414
H -2.08462 1.08689 1.55696
H 1.79879 0.22612 -1.60156
H -0.84831 -1.60103 -1.32878
H 1.13693 0.16349 2.99346
H -0.39373 1.07691 3.23935
H 1.06695 1.70478 2.44154
H 2.18546 -0.82755 0.89522
H 1.57002 -1.85449 -0.40452
H 1.67171 -2.45794 1.50206
H -2.09138 -1.66608 1.39558
H -1.04118 -1.55975 2.68089
H -0.89649 -2.94529 1.49459
H 1.52412 1.22131 -4.80291
H 1.06370 -0.24864 -3.93270
H -0.28658 0.68079 -4.86676